Formula: C4H10NO
Source: the Open Molecules 2025 dataset
Level of theory: ωB97M-V with the def2-TZVPD basis set

Properties
Frontier orbital gap, Ha: 0.33697
Energy relative to the best compared isomer or geometry (same formula, charge and spin), kcal per mole: 54.9
Energy, Ha: -288.0755
Multiplicity: 1
E_HOMO, eV: -14.60
Charge: +1

Geometry (Å):
C -1.49 0.65 -0.88
C -0.02 0.77 -0.47
C 1.00 0.95 -1.30
C -0.19 0.63 2.06
N 0.32 0.77 0.90
H -1.88 -0.20 -1.44
H -1.64 1.54 -1.45
H -2.00 0.66 0.04
H 2.07 0.78 -1.19
H 0.78 0.96 -2.38
H 0.58 0.66 2.80
H -1.26 0.38 2.33
H 1.25 1.21 0.96
H 1.40 -3.84 0.09
H 0.06 -2.96 -0.07
O 1.04 -2.96 0.01

Löwdin population analysis, charges in e, atoms 1 to 6:
1 C 0.008
2 C -0.318
3 C 0.142
4 C 0.198
5 N 0.060
6 H 0.107